Record 1
13
Properties=species:S:1:pos:R:3:forces:R:3:nbo_charge:R:1 method="wB97M-V/def2-TZVPD" lumo_ev=0.79 e_tot_ev=-7229.7844 orbital_gap_ev=10.187 e_homo_ha=-0.345
N -0.504045 -1.267494 0.433840 -0.289 -1.059 -0.661 -0.882
O 4.397642 3.207624 1.077710 -1.596 -0.464 -0.743 -0.490
H -1.106488 -0.890968 1.170573 0.039 -0.077 -0.525 0.350
H -3.053359 -0.904850 -0.134064 -0.511 -0.856 0.055 0.340
H -1.439864 -2.504354 -1.076822 -0.139 0.784 0.179 0.164
C 3.325807 2.717052 0.787146 0.321 -1.103 1.343 0.283
H -0.199480 -2.207839 0.801774 -0.486 1.357 -0.787 0.360
H -2.398059 0.244331 -0.811482 0.621 1.743 -0.509 0.345
H -0.675997 -1.115070 -1.745044 0.703 0.599 -0.258 0.177
C -1.272517 -1.411336 -0.911277 -0.047 -1.540 1.797 -0.048
N -2.542428 -0.714120 -0.984795 0.118 -0.935 0.712 -0.805
H 2.987487 1.684737 1.149049 0.829 0.732 -0.216 0.097
H 2.481301 3.162293 0.243396 0.437 0.819 -0.386 0.109

Record 2
13
Properties=species:S:1:pos:R:3:forces:R:3:nbo_charge:R:1 method="wB97M-V/def2-TZVPD" lumo_ev=0.97 e_tot_ev=-7230.6981 orbital_gap_ev=9.906 e_homo_ha=-0.328
H 0.040722 0.267626 -0.912491 -0.588 -0.340 0.186 0.208
H 1.407073 0.606731 0.054107 -0.108 -0.003 0.289 0.147
H 0.606901 -0.932945 0.349536 -0.062 0.035 -0.699 0.209
H -1.121920 -4.079164 -4.655781 -0.161 0.010 0.064 0.470
N 0.862712 2.159684 2.296480 1.055 0.846 0.909 -0.838
C 0.413418 0.117166 0.099105 1.298 0.431 0.771 -0.438
C -0.208389 1.348475 2.092032 -0.545 0.067 -0.421 0.281
O -1.181202 -3.176437 -4.330152 -0.376 0.215 0.201 -0.941
N -0.469948 0.560207 1.148673 -0.931 -0.400 -0.334 -0.502
H 1.700466 2.186084 1.744489 -0.144 -0.423 -0.337 0.389
H 1.021988 2.480977 3.242444 -0.203 -0.025 -0.274 0.385
H -0.995107 1.526682 2.837771 0.224 -0.193 -0.092 0.159
H -2.076714 -3.065085 -3.966213 0.541 -0.221 -0.262 0.472